One molecule with the formula C3H5NO3. Source: OMol25; level of theory: the ωB97M-V functional and the def2-TZVPD basis.

Last columns: bonded neighbours and bond lengths (Å).
Geometry (Å):
1 O 2.1340 -1.6516 0.1138  C2 1.198
2 C 1.1061 -1.3111 0.6261  O1 1.198, C3 1.532, H8 1.097
3 C -0.1570 -1.0280 -0.1925  C2 1.532, N4 1.439, H9 1.089, H10 1.088
4 N -0.0829 0.2396 -0.8705  C3 1.439, C5 1.354, H11 1.006
5 C -0.5300 1.4119 -0.3623  N4 1.354, O6 1.205, O7 1.354
6 O -0.4850 2.4564 -0.9622  C5 1.205
7 O -1.0299 1.2812 0.8891  C5 1.354, H12 0.967
8 H 1.0369 -1.1344 1.7062  C2 1.097
9 H -0.2723 -1.8269 -0.9234  C3 1.089
10 H -1.0400 -1.0245 0.4433  C3 1.088
11 H 0.4291 0.4131 -1.7194  N4 1.006
12 H -1.1091 2.1741 1.2517  O7 0.967

Results
LUMO ... 0.5 eV
Energy relative to the best compared isomer or geometry (same formula, charge and spin) ... 86.9 kJ/mol
Charge ... 0
Orbital gap ... 10.29 eV
E_HOMO ... -0.3588 Eh


One molecule with the formula C3H5NO3 in a non-equilibrium geometry. Source: OMol25; level of theory: the ωB97M-V functional and the def2-TZVPD basis.

Last columns: bonded neighbours and bond lengths (Å).
Geometry (Å):
1 C -0.7868 1.1719 0.0043  C2 1.504, H8 1.095, H9 1.130, H10 1.130
2 C 0.0243 -0.0417 -0.3580  C1 1.504, C3 1.636, N5 1.563, H11 1.137
3 C -0.5272 -1.4946 0.1540  C2 1.636, O4 1.161, H12 1.151
4 O -1.5044 -1.7926 0.7059  C3 1.161
5 N 1.5069 0.0319 0.1307  C2 1.563, O6 1.231, O7 1.222
6 O 2.3542 -0.3456 -0.6789  N5 1.231
7 O 1.8276 0.6116 1.1573  N5 1.222
8 H -1.8289 0.9301 0.2380  C1 1.095
9 H -1.0949 1.9773 -0.7258  C1 1.130
10 H -0.4360 1.5206 1.0207  C1 1.130
11 H 0.2053 -0.3132 -1.4470  C2 1.137
12 H 0.2600 -2.2558 -0.2010  C3 1.151

Results
LUMO ... -0.2 eV
Energy relative to the best compared isomer or geometry (same formula, charge and spin) ... 505.0 kJ/mol
Charge ... 0
Orbital gap ... 10.40 eV
E_HOMO ... -0.3891 Eh


One molecule with the formula C3H5NO3 in a non-equilibrium geometry. Source: OMol25; level of theory: the ωB97M-V functional and the def2-TZVPD basis.

Last columns: bonded neighbours and bond lengths (Å).
Geometry (Å):
1 C 0.3405 -1.6388 0.2923  C2 1.325, H8 1.150, H9 1.164
2 C 0.1619 -0.3429 0.0800  C1 1.325, O3 1.650, C5 1.490
3 O 1.2544 0.8849 -0.0668  C2 1.650, O4 1.382
4 O 2.5368 0.4089 -0.2664  O3 1.382, H10 1.004
5 C -1.2257 0.1863 -0.0393  C2 1.490, N6 1.346, O7 1.235
6 N -1.3583 1.4757 0.3223  C5 1.346, H11 1.007, H12 1.082
7 O -2.1972 -0.4159 -0.5070  C5 1.235
8 H 1.4062 -2.0537 0.1699  C1 1.150
9 H -0.6173 -2.2988 0.2443  C1 1.164
10 H 2.5904 -0.0316 -1.1675  O4 1.004
11 H -0.5644 1.8959 0.7770  N6 1.007
12 H -2.3274 1.9299 0.1612  N6 1.082

Results
LUMO ... 0.6 eV
Energy relative to the best compared isomer or geometry (same formula, charge and spin) ... 529.8 kJ/mol
Charge ... 0
Orbital gap ... 10.71 eV
E_HOMO ... -0.3709 Eh


One molecule with the formula C3H5NO3. Source: OMol25; level of theory: the ωB97M-V functional and the def2-TZVPD basis.

Last columns: bonded neighbours and bond lengths (Å).
Geometry (Å):
1 N -0.5993 -1.3469 0.4040  C2 1.363, H8 1.006, H9 1.010
2 C -0.8671 -0.0664 0.7866  N1 1.363, O3 1.212, C4 1.527
3 O -1.9576 0.3345 1.1316  C2 1.212
4 C 0.3500 0.8550 0.7434  C2 1.527, O5 1.432, H10 1.089, H11 1.090
5 O 1.2945 0.3871 -0.2262  C4 1.432, C6 1.347
6 C 0.7694 0.2823 -1.4619  O5 1.347, O7 1.200, H12 1.095
7 O -0.2747 0.7545 -1.8192  C6 1.200
8 H -1.3678 -1.9279 0.1134  N1 1.006
9 H 0.3437 -1.6491 0.2043  N1 1.010
10 H 0.0051 1.8616 0.5103  C4 1.089
11 H 0.8822 0.8575 1.6944  C4 1.090
12 H 1.4217 -0.3424 -2.0807  C6 1.095

Results
LUMO ... 0.7 eV
Energy relative to the best compared isomer or geometry (same formula, charge and spin) ... 81.4 kJ/mol
Charge ... 0
Orbital gap ... 10.86 eV
E_HOMO ... -0.3735 Eh


A 2-piece molecular cluster, C3H5NO3 overall in a non-equilibrium geometry. Source: OMol25; level of theory: the ωB97M-V functional and the def2-TZVPD basis.

Last columns: bonded neighbours and bond lengths (Å).
Geometry (Å):
1 N -1.7263 -0.6844 0.1470  C2 1.381, H8 1.010, H9 1.011
2 C -0.6138 -0.1300 0.7487  N1 1.381, O3 1.263, C4 1.393
3 O 0.2972 -0.8680 1.2180  C2 1.263
4 C -0.4072 1.2434 0.8519  C2 1.393, H10 1.089, H11 1.079
5 O 1.5989 0.8755 -0.6651  C6 1.239
6 C 1.7126 -0.2971 -1.0493  O5 1.239, O7 1.280, H12 1.116
7 O 1.3570 -1.3539 -0.4205  C6 1.280
8 H -2.1467 -0.1650 -0.6100  N1 1.010
9 H -1.5945 -1.6657 -0.0597  N1 1.011
10 H -1.1737 1.9714 0.5909  C4 1.089
11 H 0.5184 1.5833 1.2899  C4 1.079
12 H 2.1780 -0.5095 -2.0417  C6 1.116

Results
LUMO (spin up / spin down) ... -1.9 / -1.4 eV
Energy relative to the best compared isomer or geometry (same formula, charge and spin) ... 469.7 kJ/mol
Charge ... 0
Orbital gap (spin up / spin down) ... 7.27 / 8.50 eV
E_HOMO (spin up / spin down) ... -0.3382 / -0.3635 Eh


One molecule with the formula C3H5NO3 in a non-equilibrium geometry. Source: OMol25; level of theory: the ωB97M-V functional and the def2-TZVPD basis.

Last columns: bonded neighbours and bond lengths (Å).
Geometry (Å):
1 C 0.1791 0.9333 -0.4868  C2 1.510, H8 1.209, H9 1.159, H10 1.144
2 C -0.7899 -0.2021 -0.2588  C1 1.510, N3 1.513, C6 1.475, O7 1.412
3 N -2.1899 0.2163 0.1321  C2 1.513, O4 1.222, O5 1.195
4 O -2.9552 -0.7050 0.3747  N3 1.222
5 O -2.4520 1.3815 0.0946  N3 1.195
6 C -0.3972 -1.5453 0.2061  C2 1.475, O7 1.441, H11 1.095, H12 1.180
7 O -0.8686 -1.3070 -1.1344  C2 1.412, C6 1.441
8 H -0.1357 1.5385 -1.4845  C1 1.209
9 H 1.2804 0.6642 -0.7297  C1 1.159
10 H 0.1569 1.5913 0.4490  C1 1.144
11 H 0.5954 -1.9945 0.3165  C6 1.095
12 H -1.1834 -2.0956 0.8921  C6 1.180

Results
LUMO ... 0.1 eV
Energy relative to the best compared isomer or geometry (same formula, charge and spin) ... 552.4 kJ/mol
Charge ... 0
Orbital gap ... 11.09 eV
E_HOMO ... -0.4027 Eh


One molecule with the formula C3H5NO3 in a non-equilibrium geometry. Source: OMol25; level of theory: the ωB97M-V functional and the def2-TZVPD basis.

Last columns: bonded neighbours and bond lengths (Å).
Geometry (Å):
1 C -2.5543 0.1333 -0.1184  N2 1.298, H8 1.219, H9 1.129
2 N -1.5557 -0.0346 0.6941  C1 1.298, O3 1.351
3 O -0.4293 -0.0980 -0.0496  N2 1.351, C4 1.394
4 C 0.6327 -0.2818 0.8340  O3 1.394, O5 1.190, C6 1.588
5 O 0.5724 -0.6730 1.9568  C4 1.190
6 C 1.9315 0.0533 -0.0168  C4 1.588, O7 1.382, H10 1.132, H11 1.191
7 O 1.7754 -0.3520 -1.3284  C6 1.382, H12 1.073
8 H -3.6323 0.5183 0.3002  C1 1.219
9 H -2.3625 0.1648 -1.2307  C1 1.129
10 H 1.9845 1.1771 0.1070  C6 1.132
11 H 2.8697 -0.5512 0.3982  C6 1.191
12 H 0.7678 -0.0561 -1.5465  O7 1.073

Results
LUMO ... 0.6 eV
Energy relative to the best compared isomer or geometry (same formula, charge and spin) ... 427.1 kJ/mol
Charge ... 0
Orbital gap ... 10.76 eV
E_HOMO ... -0.3732 Eh


A 2-piece molecular cluster, C3H5NO4S overall in a non-equilibrium geometry. Source: OMol25; level of theory: the ωB97M-V functional and the def2-TZVPD basis.

Last columns: bonded neighbours and bond lengths (Å).
Geometry (Å):
1 O 3.2170 -0.3259 -0.0557  S2 1.430
2 S 1.8044 -0.1034 -0.0837  O1 1.430, O3 1.419, O4 1.486, O5 1.623
3 O 1.0508 -0.4758 -1.2266  S2 1.419
4 O 1.1439 -0.7236 1.0937  S2 1.486, H6 1.034
5 O 1.6866 1.5095 0.0588  S2 1.623, H7 0.987
6 H 0.1297 -0.8670 0.9504  O4 1.034
7 H 0.7200 1.6191 -0.1103  O5 0.987
8 H -1.4504 -2.5748 0.1791  N9 1.029
9 N -1.3552 -1.5649 0.3520  H8 1.029, C10 1.274
10 C -1.4871 -0.6913 -0.5664  N9 1.274, C11 1.418, H13 1.084
11 C -1.3091 0.6251 -0.0705  C10 1.418, C12 1.192
12 C -1.1768 1.7545 0.2881  C11 1.192, H14 1.031
13 H -1.6655 -0.8096 -1.6292  C10 1.084
14 H -1.3083 2.6280 0.8203  C12 1.031

Results
LUMO ... -0.7 eV
Energy relative to the best compared isomer or geometry (same formula, charge and spin) ... 110.2 kJ/mol
Charge ... 0
Orbital gap ... 10.44 eV
E_HOMO ... -0.4109 Eh


An isolated ion of composition C3H5NOP and charge -1 in a non-equilibrium geometry. Source: OMol25; level of theory: the ωB97M-V functional and the def2-TZVPD basis.

Last columns: bonded neighbours and bond lengths (Å).
Geometry (Å):
1 O -1.4963 1.1563 0.4443  N2 1.288
2 N -0.8821 0.3495 -0.3503  O1 1.288, C3 1.493, C6 1.586
3 C -0.5318 -0.9779 0.2372  N2 1.493, C4 1.456, H7 1.126, H8 1.124
4 C 0.8773 -0.9400 0.6026  C3 1.456, P5 1.755, H9 1.068
5 P 1.8693 0.4018 0.0585  C4 1.755, C6 1.861
6 C 0.3991 1.1826 -0.7745  N2 1.586, P5 1.861, H10 1.124, H11 1.077
7 H -0.9087 -1.7764 -0.4615  C3 1.126
8 H -1.1246 -1.3800 1.1032  C3 1.124
9 H 1.1537 -1.2974 1.5707  C4 1.068
10 H 0.4440 1.0674 -1.8917  C6 1.124
11 H 0.1999 2.2143 -0.5386  C6 1.077

Results
LUMO (spin up / spin down) ... 4.5 / 4.2 eV
Energy relative to the best compared isomer or geometry (same formula, charge and spin) ... 95.4 kJ/mol
Charge ... -1
Orbital gap (spin up / spin down) ... 6.19 / 4.92 eV
E_HOMO (spin up / spin down) ... -0.0615 / -0.0255 Eh


A 2-piece molecular cluster, C3H5NOS overall in a non-equilibrium geometry. Source: OMol25; level of theory: the ωB97M-V functional and the def2-TZVPD basis.

Last columns: bonded neighbours and bond lengths (Å).
Geometry (Å):
1 N -4.2896 0.1983 0.8256  C2 1.201, H4 0.977
2 C -3.6698 -0.0841 -0.1631  N1 1.201, S3 1.517
3 S -3.0169 -0.2246 -1.5250  C2 1.517
4 H -4.2580 0.5876 1.7214  N1 0.977
5 C 0.5916 -0.8825 1.3341  C6 1.582, H8 1.078, H9 1.077, H10 1.115
6 C 0.2855 0.0580 0.0997  C5 1.582, O7 1.180, H11 1.162
7 O -0.5055 0.9325 0.1490  C6 1.180
8 H 1.4439 -0.5585 1.9082  C5 1.078
9 H -0.2733 -1.0737 1.9467  C5 1.077
10 H 0.8697 -1.8647 0.8845  C5 1.115
11 H 0.8808 -0.3688 -0.8021  C6 1.162

Results
LUMO ... 0.9 eV
Energy relative to the best compared isomer or geometry (same formula, charge and spin) ... 170.6 kJ/mol
Charge ... 0
Orbital gap ... 10.34 eV
E_HOMO ... -0.3460 Eh


One molecule with the formula C3H5NOS in a non-equilibrium geometry. Source: OMol25; level of theory: the ωB97M-V functional and the def2-TZVPD basis.

Last columns: bonded neighbours and bond lengths (Å).
Geometry (Å):
1 N -1.4169 -0.3972 0.2073  C2 1.340, H7 1.011, H8 1.014
2 C -0.0831 -0.3178 0.3105  N1 1.340, S3 1.682, C4 1.481
3 S 0.5514 -0.9499 1.7347  C2 1.682
4 C 0.6194 0.4151 -0.7678  C2 1.481, C5 1.455, O6 1.393, H9 1.052
5 C 0.1484 1.7034 -1.2517  C4 1.455, O6 1.448, H10 1.098, H11 1.083
6 O -0.1116 0.4633 -1.9529  C4 1.393, C5 1.448
7 H -1.8982 -0.9413 0.9109  N1 1.011
8 H -1.8803 -0.2516 -0.6825  N1 1.014
9 H 1.6238 0.1125 -0.8507  C4 1.052
10 H -0.6936 2.2276 -0.7806  C5 1.098
11 H 0.7296 2.3217 -1.9250  C5 1.083

Results
LUMO ... 0.4 eV
Energy relative to the best compared isomer or geometry (same formula, charge and spin) ... 173.5 kJ/mol
Charge ... 0
Orbital gap ... 8.95 eV
E_HOMO ... -0.3127 Eh


One molecule with the formula C3H5NOS in a non-equilibrium geometry. Source: OMol25; level of theory: the ωB97M-V functional and the def2-TZVPD basis.

Last columns: bonded neighbours and bond lengths (Å).
Geometry (Å):
1 C -1.0747 -0.2834 0.0536  C2 1.497, N4 1.630, S6 1.592
2 C 0.0801 -1.2184 -0.1256  C1 1.497, C3 1.466, H7 1.125, H8 1.021
3 C 0.9904 -0.1006 0.1387  C2 1.466, N4 1.466, H9 1.142, H10 1.137
4 N -0.0304 0.9057 0.4450  C1 1.630, C3 1.466, O5 1.389
5 O -0.1606 2.0398 -0.3453  N4 1.389, H11 0.934
6 S -2.6611 -0.1723 -0.0150  C1 1.592
7 H -0.0185 -2.1167 0.5439  C2 1.125
8 H 0.1292 -1.6968 -1.0258  C2 1.021
9 H 1.8013 -0.0735 0.9417  C3 1.142
10 H 1.4932 0.0759 -0.8658  C3 1.137
11 H -0.5489 2.6405 0.2546  O5 0.934

Results
LUMO (spin up / spin down) ... 1.0 / -2.6 eV
Energy relative to the best compared isomer or geometry (same formula, charge and spin) ... 202.0 kJ/mol
Charge ... 0
2S+1 ... 3
Orbital gap (spin up / spin down) ... 7.34 / 6.54 eV
E_HOMO (spin up / spin down) ... -0.2318 / -0.3372 Eh